Record 1
Formula: C4HBrO2
Source: OMol25
Level of theory: ωB97M-V/def2-TZVPD

Computed properties:
energy above the lowest of the compared OMol25 structures with the same formula, charge and spin = 453.6 kJ/mol

XYZ file:
```
8
C4HBrO2 (ωB97M-V/def2-TZVPD)
C -1.1479 -0.0600 -0.1566
C 2.4486 -0.6102 0.9233
C -2.1227 0.8043 -0.2779
C 0.2032 0.2958 0.3027
O -3.0169 1.5111 -0.4372
O 1.2704 -0.3421 0.5028
Br 3.7633 -0.5096 -0.4602
H -1.3980 -1.0892 -0.3969
```

Just the natural (NBO) charges please, in e? Sure, here they are:
1. C -0.67
2. C 0.15
3. C 0.84
4. C 0.26
5. O -0.38
6. O -0.45
7. Br -0.01
8. H 0.27

---

Record 2
Formula: C32H27ClN4O5RhS3
Source: OMol25
Level of theory: ωB97M-V/def2-TZVPD

Computed properties:
net charge = +1
energy above the lowest of the compared OMol25 structures with the same formula, charge and spin = 30.2 kJ/mol

XYZ file:
```
73
C32H27ClN4O5RhS3 (ωB97M-V/def2-TZVPD)
Rh 0.4181 0.5973 -0.2908
S 0.1293 0.2948 2.0015
C 1.6121 -0.5679 1.6826
N 1.8866 -0.6532 0.4016
C 3.1640 -1.1396 0.1562
C 3.7632 -1.3300 -1.0836
C 5.0404 -1.8553 -1.1118
C 5.7089 -2.1979 0.0670
C 5.1159 -2.0151 1.3015
C 3.8377 -1.4717 1.3358
S 2.8549 -1.0923 2.7388
H 3.2412 -1.0595 -1.9934
H 5.5326 -2.0026 -2.0634
H 6.7079 -2.6083 0.0137
H 5.6357 -2.2763 2.2134
O -0.9075 -0.9044 -0.4746
S -0.4223 -2.1093 -1.3199
C -1.3144 -3.4868 -0.5435
C -2.7372 -3.1521 -0.2139
C -3.0306 -2.3890 0.9150
C -4.3443 -2.0601 1.2104
C -5.3743 -2.4926 0.3849
C -5.0895 -3.2654 -0.7315
C -3.7745 -3.5942 -1.0285
C -1.2806 -1.9255 -2.8928
C -0.8369 -3.0220 -3.8228
C 0.4957 -3.0928 -4.2246
C 0.9176 -4.1084 -5.0677
C 0.0108 -5.0580 -5.5187
C -1.3186 -4.9868 -5.1299
C -1.7406 -3.9736 -4.2810
H -0.7194 -3.7040 0.3446
H -1.2136 -4.3216 -1.2397
H -2.2286 -2.0532 1.5610
H -4.5658 -1.4756 2.0938
H -6.3999 -2.2425 0.6220
H -5.8905 -3.6237 -1.3641
H -3.5565 -4.2233 -1.8831
H -0.9667 -0.9384 -3.2349
H -2.3543 -1.9200 -2.7000
H 1.2018 -2.3424 -3.8852
H 1.9524 -4.1549 -5.3795
H 0.3394 -5.8482 -6.1801
H -2.0305 -5.7166 -5.4916
H -2.7834 -3.9077 -3.9960
C -3.4893 2.3915 -0.2635
C -2.4321 1.5091 -0.3338
N -1.1654 1.9413 -0.4683
C -0.9288 3.2525 -0.5068
C -1.9308 4.2061 -0.3883
C -3.2392 3.7552 -0.2929
C -1.5997 5.6422 -0.3731
C -0.5325 6.1855 0.2051
C 0.4987 5.4514 0.9763
C 1.8502 5.6596 0.7384
C 2.7421 4.8806 1.4562
N 2.3437 3.9917 2.3617
C 1.0299 3.9071 2.5479
N 0.0846 4.5755 1.8979
H -4.4947 2.0064 -0.1723
H -2.5758 0.4412 -0.2848
H 0.0992 3.5545 -0.6287
H -4.0532 4.4655 -0.2221
H -2.3044 6.2961 -0.8747
H -0.3831 7.2555 0.1106
H 2.1905 6.3816 0.0089
H 3.8111 4.9689 1.2989
H 0.6905 3.2016 3.2971
O 1.0429 0.4898 -2.3054
Cl 1.7151 1.8630 -2.3121
O 1.8286 2.1491 -0.8432
O 2.9917 1.7806 -2.8931
O 0.8603 2.7909 -2.9430
```

Just the Mulliken charges please, in e? Sure, here they are:
1. Rh -0.10
2. S -0.32
3. C 0.53
4. N 0.37
5. C -0.44
6. C -0.22
7. C -0.87
8. C -0.55
9. C -0.51
10. C 0.83
11. S -0.23
12. H 0.34
13. H 0.42
14. H 0.40
15. H 0.41
16. O 0.25
17. S 0.58
18. C -1.40
19. C 0.47
20. C -0.26
21. C -0.74
22. C -0.50
23. C -0.73
24. C -0.22
25. C -0.96
26. C 0.01
27. C -0.01
28. C -0.79
29. C -0.43
30. C -0.83
31. C -0.21
32. H 0.54
33. H 0.61
34. H 0.37
35. H 0.45
36. H 0.42
37. H 0.42
38. H 0.51
39. H 0.61
40. H 0.60
41. H 0.40
42. H 0.42
43. H 0.40
44. H 0.41
45. H 0.47
46. C -1.25
47. C -0.40
48. N 0.65
49. C -0.23
50. C 0.25
51. C -0.36
52. C -0.98
53. C -0.55
54. C 0.54
55. C -0.48
56. C -0.23
57. N -0.55
58. C -0.31
59. N -0.40
60. H 0.52
61. H 0.65
62. H 0.77
63. H 0.51
64. H 0.44
65. H 0.45
66. H 0.46
67. H 0.44
68. H 0.56
69. O -0.45
70. Cl 1.77
71. O -0.57
72. O -0.62
73. O -0.56

---

Record 3
Formula: C24H39IrN2O5SSi
Source: OMol25
Level of theory: ωB97M-V/def2-TZVPD

Computed properties:
E_tot = -2214.7131 Ha
net charge = +3
2S+1 = 2

XYZ file:
```
73
C24H39IrN2O5SSi (ωB97M-V/def2-TZVPD)
Ir 0.7615 -1.2092 -0.6739
O 7.4747 -1.0399 1.4396
C 7.1697 -1.1097 0.0914
C 5.6923 -1.1932 -0.1286
C 5.1675 -1.2974 -1.4176
C 3.7992 -1.4289 -1.5634
N 2.9585 -1.4422 -0.5304
C 3.4405 -1.3286 0.7264
C 4.8066 -1.2059 0.9479
C 2.4579 -1.3986 1.8255
C 2.8009 -1.2215 3.1599
C 1.8506 -1.3985 4.1640
C 2.2391 -1.1868 5.5980
O 3.3138 -0.3088 5.6653
C 0.5639 -1.7873 3.7880
C 0.2825 -1.8989 2.4389
N 1.1850 -1.6813 1.4876
H 8.4311 -1.0717 1.5893
H 7.6406 -1.9881 -0.3868
H 7.5652 -0.2354 -0.4584
H 5.8091 -1.2783 -2.2865
H 3.3740 -1.5549 -2.5503
H 5.2219 -1.1254 1.9394
H 3.7998 -0.9354 3.4428
H 2.5073 -2.1712 6.0302
H 1.3769 -0.8295 6.1852
H 3.5616 -0.1159 6.5809
H -0.2053 -1.9841 4.5187
H -0.7045 -2.1889 2.1106
C -3.4565 -2.1484 -0.3220
C -2.3946 -1.9965 -1.4054
C -1.3702 -3.1390 -1.3531
C -3.0349 -1.8596 -2.7757
O -1.6169 -0.7924 -1.1031
Si -1.8589 0.8123 -1.2298
S 0.3528 1.1496 -0.8087
O -2.6646 1.5683 -0.0949
C -2.5165 2.0553 1.2491
C -3.9276 2.1308 1.8423
C -1.8970 3.4456 1.1753
C -1.6582 1.0829 2.0491
O -2.1660 1.2144 -2.7296
C -2.2671 2.3785 -3.5615
C -3.4228 2.1414 -4.5406
C -0.9680 2.4421 -4.3832
C -2.4548 3.6221 -2.7247
H -3.9416 -3.1171 -0.4013
H -4.2108 -1.3750 -0.4319
H -3.0097 -2.0641 0.6651
H -1.5969 -3.9019 -2.0939
H -1.3434 -3.6085 -0.3718
H -0.3428 -2.7596 -1.6008
H -3.6514 -2.7310 -2.9790
H -2.2853 -1.7660 -3.5577
H -3.6668 -0.9767 -2.7969
H -4.5608 2.7513 1.2160
H -3.8786 2.5705 2.8333
H -4.3656 1.1399 1.9153
H -2.5246 4.1122 0.5889
H -0.9169 3.3916 0.7021
H -1.7917 3.8617 2.1728
H -2.1053 0.0914 2.0396
H -1.5694 1.4178 3.0783
H -0.6581 1.0312 1.6054
H -3.3059 1.1940 -5.0598
H -3.4517 2.9374 -5.2790
H -4.3644 2.1336 -3.9955
H -0.8565 1.5410 -4.9813
H -0.1197 2.5337 -3.7046
H -0.9942 3.3041 -5.0434
H -3.3533 3.5327 -2.1188
H -2.5437 4.4958 -3.3635
H -1.6081 3.7646 -2.0554
```

Just the Mulliken charges please, in e? Sure, here they are:
1. Ir 1.73
2. O -0.50
3. C -0.60
4. C 0.22
5. C -0.85
6. C -0.17
7. N -0.21
8. C 0.61
9. C -0.42
10. C 0.21
11. C -0.36
12. C 0.33
13. C -0.69
14. O -0.51
15. C -0.70
16. C -0.43
17. N -0.43
18. H 0.34
19. H 0.41
20. H 0.39
21. H 0.51
22. H 0.48
23. H 0.64
24. H 0.63
25. H 0.34
26. H 0.40
27. H 0.34
28. H 0.53
29. H 0.50
30. C -1.45
31. C 1.53
32. C -1.27
33. C -1.72
34. O -0.18
35. Si -0.26
36. S -0.14
37. O 0.33
38. C 1.53
39. C -1.69
40. C -1.49
41. C -1.31
42. O -0.58
43. C 1.27
44. C -1.60
45. C -1.52
46. C -1.38
47. H 0.49
48. H 0.37
49. H 0.25
50. H 0.46
51. H 0.36
52. H -0.01
53. H 0.53
54. H 0.38
55. H 0.43
56. H 0.42
57. H 0.45
58. H 0.39
59. H 0.38
60. H 0.26
61. H 0.49
62. H 0.22
63. H 0.69
64. H 0.12
65. H 0.36
66. H 0.49
67. H 0.38
68. H 0.34
69. H 0.32
70. H 0.48
71. H 0.34
72. H 0.55
73. H 0.26